The following is a DFT calculation (ωB97M-V/def2-TZVPD) of 2 unconnected molecules or ions with the total composition C10H20N3O2.

Orbital gap (eV): 9.780
Net charge: +1
Electronic energy (eV): -19249.91090
E_HOMO (Ha): -0.4800
ΔE to the lowest compared entry with this formula, charge and spin (eV): 3.815
E_LUMO (eV): -3.28

Each line ends with the Mulliken charge.
Atoms and positions in Å:
C: 1.77759 -1.40896 0.63943  0.53
C: 1.52436 0.92286 -1.80162  -0.36
C: 1.02764 -0.00535 0.29220  0.32
C: 2.24919 -3.88259 2.87108  -1.08
C: -1.09985 3.00201 0.04004  -1.62
C: -2.60711 -0.44160 -0.89874  -1.43
C: -1.79366 2.23612 -2.34999  -1.35
C: -1.96435 0.78380 -0.27858  -1.08
C: 3.00744 -2.74337 2.30839  -0.22
C: -1.57559 1.92670 -0.88082  1.68
N: 2.26558 1.55128 -0.78042  -0.28
N: 1.90419 1.19634 0.30986  -0.11
N: 0.62708 -0.03647 -1.18798  0.08
O: 1.65727 -2.31999 -0.10210  -0.53
O: 2.33086 -1.46070 1.83271  -0.35
H: 0.99194 1.61450 -2.49205  0.21
H: 2.25720 0.42732 -2.52107  0.39
H: 1.66873 -4.43507 2.16238  0.32
H: 2.92449 -4.59262 3.32782  0.36
H: 1.49895 -3.45106 3.56707  0.31
H: -0.02919 3.29460 -0.29815  0.29
H: -1.14931 2.65402 0.99044  0.41
H: -1.68319 3.94888 0.06094  0.44
H: -2.20390 -1.42460 -0.63367  0.37
H: -3.69772 -0.47814 -0.52331  0.35
H: -2.68036 -0.42167 -1.94659  0.38
H: -2.76521 1.98278 -2.70775  0.36
H: -1.04635 1.77874 -2.96864  0.31
H: -1.66309 3.27456 -2.37464  0.48
H: -2.03275 0.72823 0.78224  0.59
H: 0.20437 0.10790 0.99293  0.26
H: 3.74747 -2.94686 1.42155  0.33
H: 3.61196 -2.24024 3.04527  0.32
H: -0.49373 0.22019 -1.26414  -0.19
H: 0.76228 -1.05902 -1.45971  0.50